Entry 1:
The following is a quantum chemistry calculation of C43H37N5O3PtS3 as an isolated structure at a distorted geometry, from the OMol25 dataset.

Geometry as XYZ:
```
92
Properties=species:S:1:pos:R:3:forces:R:3
Pt 0.3164 -0.6285 -1.0033 1.2 0.7 0.4
S 2.3518 -0.9390 0.4828 -0.6 -0.3 -0.4
C 1.7636 -0.2843 1.8741 0.1 0.0 0.1
N 2.3683 -0.4489 3.0669 0.0 0.1 0.1
C 1.9379 0.3007 4.2332 0.0 0.0 0.0
C 0.4387 0.3658 4.2541 -0.1 0.0 0.0
N -0.0211 0.9477 3.0008 0.1 0.0 0.0
C -1.2236 1.7773 3.1054 0.1 -0.1 -0.1
C -0.8871 3.1599 3.6075 0.0 0.0 0.0
C -0.0399 3.9981 2.8830 0.0 0.0 0.0
C 0.2672 5.2631 3.3568 0.0 0.0 0.0
C -0.2672 5.7106 4.5593 0.0 0.0 0.0
C -1.1099 4.8844 5.2851 0.0 0.0 0.0
C -1.4141 3.6144 4.8101 0.0 0.0 0.0
C 0.5499 0.6240 1.8560 -0.1 0.0 -0.1
S 0.0362 1.2736 0.3896 -0.1 -0.4 -0.2
C 3.5738 -1.2524 3.2418 0.0 0.0 0.0
C 3.3490 -2.3465 4.2554 0.0 0.0 0.0
C 2.3676 -3.3033 4.0086 0.0 0.0 0.0
C 2.1207 -4.3034 4.9336 0.0 0.0 0.0
C 2.8585 -4.3639 6.1110 0.0 0.0 0.0
C 3.8425 -3.4198 6.3576 0.0 0.0 0.0
C 4.0832 -2.4114 5.4316 0.0 0.0 0.0
H 2.3598 1.3132 4.2148 0.0 0.0 0.0
H 2.3043 -0.2095 5.1229 0.0 0.0 0.0
H 0.1036 1.0125 5.0650 0.0 0.0 0.0
H -0.0163 -0.6214 4.3680 0.0 0.0 0.0
H -1.8967 1.2611 3.7858 -0.1 -0.1 0.0
H -1.6922 1.8016 2.1263 0.0 0.0 -0.1
H 0.3688 3.6569 1.9393 0.0 0.0 0.0
H 0.9210 5.9064 2.7815 0.0 0.0 0.0
H -0.0282 6.7009 4.9255 0.0 0.0 0.0
H -1.5318 5.2250 6.2224 0.0 0.0 0.0
H -2.0756 2.9684 5.3762 0.0 0.0 0.0
H 4.3937 -0.5994 3.5587 0.0 0.0 0.0
H 3.8347 -1.6740 2.2734 0.0 0.0 0.0
H 1.8054 -3.2572 3.0843 0.0 0.0 0.0
H 1.3497 -5.0364 4.7328 0.0 0.0 0.0
H 2.6650 -5.1464 6.8337 0.0 0.0 0.0
H 4.4198 -3.4612 7.2727 0.0 0.0 0.0
H 4.8482 -1.6674 5.6266 0.0 0.0 0.0
O 2.6174 -0.6259 -3.1811 -0.1 0.0 -0.2
N 1.7841 -0.8626 -4.1307 0.2 0.2 -0.1
C 1.9474 -0.2258 -5.3297 0.0 -0.1 0.2
C 1.1128 -0.4301 -6.3975 -0.1 -0.2 0.1
C 0.0408 -1.3136 -6.2637 0.5 0.0 -0.1
C -0.1354 -1.9264 -5.0445 0.3 -0.1 0.0
C 0.7209 -1.7047 -3.9608 -0.3 -0.1 -0.2
S 0.4485 -2.4738 -2.4318 0.1 0.0 0.4
H 2.7941 0.4418 -5.3391 0.0 0.0 0.0
H 1.2961 0.1145 -7.3134 0.0 0.0 0.0
H -0.6596 -1.4797 -7.0710 0.2 0.0 0.0
H -0.9777 -2.5791 -4.8634 0.0 0.0 0.0
C 0.3145 -5.9065 1.7762 0.0 0.0 0.0
N -0.3362 -4.6540 2.1037 0.1 -0.1 -0.1
C -1.3684 -4.5833 2.9856 -0.1 0.0 0.1
C -1.9715 -3.4170 3.2474 -0.1 0.0 0.0
C -1.5170 -2.2111 2.5488 -0.1 0.0 0.0
O -2.0492 -1.1209 2.8142 0.0 0.3 0.1
N -0.5148 -2.3159 1.6377 0.2 -0.1 0.3
C 0.1023 -3.4958 1.4095 -0.2 0.2 0.0
O 1.0534 -3.6503 0.6451 0.1 -0.1 0.0
H -0.1046 -6.6934 2.4042 0.0 0.0 0.0
H 1.3891 -5.8334 1.9453 0.0 0.0 0.0
H 0.1665 -6.1565 0.7256 0.0 0.0 0.0
H -1.6582 -5.5174 3.4534 0.0 0.0 0.0
H -2.7928 -3.3406 3.9437 0.0 0.0 0.0
C -0.6814 0.2633 -2.3510 -0.6 0.0 -0.1
C -1.1989 0.9180 -3.2507 0.0 0.1 0.0
C -1.6989 1.6571 -4.3139 0.0 -0.1 0.0
C -1.7083 3.1137 -4.2324 0.0 0.0 0.0
C -2.5866 3.9029 -4.9915 0.0 0.0 0.0
C -2.5960 5.2824 -4.8691 0.0 0.0 0.0
C -1.7325 5.9180 -3.9860 0.0 0.0 0.0
C -0.8662 5.1497 -3.2162 0.0 0.0 0.0
C -0.8550 3.7717 -3.3323 0.0 0.0 0.0
C -2.1579 0.9265 -5.4978 -0.1 0.1 0.1
C -2.6503 -0.3792 -5.3636 -0.3 0.1 -0.1
C -3.0310 -1.1156 -6.4716 -0.3 0.1 0.0
C -2.9206 -0.5769 -7.7485 -0.1 0.0 0.0
C -2.4179 0.7090 -7.9001 0.0 0.0 0.0
C -2.0427 1.4515 -6.7920 0.0 0.0 0.0
H -3.2870 3.4233 -5.6620 0.0 0.0 0.0
H -3.2921 5.8654 -5.4605 0.0 0.0 0.0
H -1.7406 6.9967 -3.8926 0.0 0.0 0.0
H -0.1911 5.6307 -2.5189 0.0 0.0 0.0
H -0.1823 3.1739 -2.7298 0.0 0.0 0.0
H -2.7107 -0.8071 -4.3709 0.0 0.0 0.0
H -3.4119 -2.1210 -6.3389 0.0 0.0 0.0
H -3.2142 -1.1557 -8.6153 0.0 0.0 0.0
H -2.3041 1.1334 -8.8906 0.0 0.0 0.0
H -1.6202 2.4385 -6.9283 0.0 0.0 0.0
```
Positions in Å, forces in eV/Å.

Properties
- 2S+1: 2
- F_max: 1.44 eV Å⁻¹
- Energy above the lowest of the compared OMol25 structures with the same formula, charge and spin: 0.0454 eV
- <S²>: 0.7829
- Kohn-Sham gap (alpha / beta): 5.18 / 5.96 eV
- Total charge: -1

Need the Mulliken charges? In units of e they are:
1 Pt 0.758
2 S -0.556
3 C 0.702
4 N 0.210
5 C -0.777
6 C -0.733
7 N 0.764
8 C -2.127
9 C 0.771
10 C -0.271
11 C -0.756
12 C -0.358
13 C -0.635
14 C -0.151
15 C -0.124
16 S -0.306
17 C -1.271
18 C -0.235
19 C 0.419
20 C -0.439
21 C -0.517
22 C -0.615
23 C -0.334
24 H 0.248
25 H 0.494
26 H 0.485
27 H 0.167
28 H 0.409
29 H 0.786
30 H 0.432
31 H 0.398
32 H 0.371
33 H 0.372
34 H 0.383
35 H 0.448
36 H 0.436
37 H 0.539
38 H 0.387
39 H 0.387
40 H 0.366
41 H 0.367
42 O -0.754
43 N 0.723
44 C -0.363
45 C -0.840
46 C -0.270
47 C -0.914
48 C 0.184
49 S -0.482
50 H 0.412
51 H 0.392
52 H 0.706
53 H 0.510
54 C -1.048
55 N 0.406
56 C -0.038
57 C -1.085
58 C 0.428
59 O -0.749
60 N 0.470
61 C -0.539
62 O -0.559
63 H 0.338
64 H 0.299
65 H 0.308
66 H 0.319
67 H 0.433
68 C -0.455
69 C -0.055
70 C 0.358
71 C 0.552
72 C -0.235
73 C -0.715
74 C -0.444
75 C -0.616
76 C -0.699
77 C 0.782
78 C -0.809
79 C -0.499
80 C -0.552
81 C -0.702
82 C -0.272
83 H 0.527
84 H 0.366
85 H 0.371
86 H 0.385
87 H 0.396
88 H 0.455
89 H 0.346
90 H 0.370
91 H 0.374
92 H 0.589

=====

Entry 2:
The following is a quantum chemistry calculation of C43H38AsCaIP as an isolated structure at a distorted geometry, from the OMol25 dataset.

Geometry as XYZ:
```
85
Properties=species:S:1:pos:R:3:forces:R:3
Ca -0.4092 -0.3662 0.0737 -0.7 0.8 -0.1
C -3.7432 1.1065 0.4750 0.0 0.1 0.1
C -2.4459 1.4077 1.1817 -0.1 0.0 -0.1
C -2.1345 0.7924 2.3983 0.0 0.0 -0.1
C -0.9512 1.0899 3.0627 0.0 0.0 0.0
C -0.0489 1.9950 2.5132 0.0 0.0 0.0
C -0.3468 2.6186 1.3082 0.0 0.0 0.0
C -1.5433 2.3347 0.6562 -0.1 0.0 0.0
H -3.9866 0.0440 0.5197 0.0 0.0 0.0
H -3.7073 1.4174 -0.5687 0.0 0.0 0.0
H -4.5628 1.6454 0.9532 0.0 0.0 0.0
H -2.8491 0.1120 2.8470 0.0 -0.1 0.0
H -0.7382 0.6255 4.0164 0.0 0.0 0.0
H 0.8681 2.2352 3.0344 0.0 0.0 0.0
H 0.3311 3.3511 0.8872 0.0 0.0 0.0
H -1.7946 2.8743 -0.2476 0.0 -0.1 0.0
I -0.8508 -3.1406 -1.2484 0.4 0.1 0.4
C 1.0828 -3.6141 -0.4229 -0.2 -0.2 -0.2
C 1.6113 -4.7595 -0.9446 -0.2 0.0 -0.1
C 2.8259 -5.2597 -0.4448 0.1 0.0 0.1
C 3.4390 -4.6131 0.5877 0.0 -0.1 -0.1
C 2.8985 -3.4227 1.1268 -0.2 0.0 -0.1
C 3.5563 -2.7834 2.2049 0.0 0.1 0.0
C 3.0721 -1.6193 2.7181 0.1 0.0 0.0
C 1.9216 -1.0318 2.1468 0.0 -0.2 -0.2
C 1.2135 -1.5973 1.1059 0.1 -0.4 0.2
C 1.6939 -2.8490 0.6051 0.4 -0.1 0.3
H 1.0968 -5.2997 -1.7278 0.0 0.0 0.0
H 3.2411 -6.1653 -0.8659 0.0 0.0 0.0
H 4.3513 -5.0077 1.0191 0.0 0.0 0.0
H 4.4543 -3.2433 2.5993 0.0 0.0 0.0
H 3.5661 -1.1320 3.5502 0.0 0.0 0.0
H 1.6012 -0.0814 2.5636 0.0 0.0 0.0
C -0.7407 0.5610 -4.5363 0.0 -0.1 0.2
C 0.3130 0.9744 -5.5597 -0.1 0.0 0.0
As -0.5225 1.3409 -7.3310 0.1 0.1 0.2
C 1.0619 2.0434 -8.2332 0.0 0.0 -0.1
C 0.8395 2.7350 -9.4236 -0.1 0.0 0.0
C 1.8970 3.2614 -10.1459 0.0 0.0 0.0
C 3.1978 3.0906 -9.6907 0.0 0.0 0.0
C 3.4311 2.3951 -8.5151 0.0 0.0 0.0
C 2.3679 1.8719 -7.7899 -0.1 -0.1 0.1
C -1.3137 3.0741 -6.8498 0.0 -0.1 0.0
C -0.5456 4.2227 -6.6835 0.1 0.0 0.0
C -1.1501 5.4335 -6.3848 0.0 0.0 0.1
C -2.5270 5.5044 -6.2209 0.0 0.0 0.0
C -3.2999 4.3621 -6.3625 0.0 0.0 0.0
C -2.6946 3.1554 -6.6880 0.1 -0.1 0.0
P -0.1518 0.5132 -2.7616 0.3 0.3 -0.8
C 0.4304 2.2450 -2.5751 0.0 -0.1 0.0
C -0.5792 3.1960 -2.4140 0.1 -0.1 0.0
C -0.2707 4.5330 -2.2326 -0.1 0.0 -0.1
C 1.0562 4.9406 -2.2239 0.0 0.1 0.0
C 2.0639 4.0097 -2.4195 0.1 0.0 0.0
C 1.7573 2.6658 -2.5897 0.0 0.0 0.0
C 1.3628 -0.5116 -2.8306 -0.1 0.1 0.3
C 2.3056 -0.3810 -1.8079 -0.1 0.0 -0.1
C 3.3927 -1.2373 -1.7247 0.1 0.0 0.0
C 3.5560 -2.2382 -2.6686 0.0 0.1 0.0
C 2.6168 -2.3918 -3.6798 -0.1 0.0 0.0
C 1.5168 -1.5511 -3.7475 0.0 0.0 0.0
H -1.1533 -0.4221 -4.7724 -0.1 0.0 0.0
H -1.5800 1.2621 -4.5498 0.0 0.0 0.1
H 1.0400 0.1781 -5.7003 0.1 0.0 0.0
H 0.8469 1.8701 -5.2477 0.0 0.1 0.1
H -0.1774 2.8661 -9.7790 0.0 0.0 0.0
H 1.7089 3.7997 -11.0657 0.0 0.0 0.0
H 4.0281 3.4933 -10.2560 0.0 0.0 0.0
H 4.4441 2.2553 -8.1598 0.0 0.0 0.0
H 2.5734 1.3286 -6.8752 0.0 0.0 0.0
H 0.5297 4.1778 -6.8203 0.0 0.0 0.0
H -0.5450 6.3262 -6.2871 0.0 0.0 0.0
H -2.9983 6.4530 -5.9946 0.0 0.0 0.0
H -4.3750 4.4157 -6.2469 0.0 0.0 0.0
H -3.3002 2.2679 -6.8381 0.0 0.0 0.0
H -1.6188 2.8812 -2.4438 0.0 0.0 0.0
H -1.0658 5.2559 -2.1074 0.0 0.0 0.0
H 1.3022 5.9850 -2.0818 0.0 0.0 0.0
H 3.0987 4.3269 -2.4419 0.0 0.0 0.0
H 2.5553 1.9529 -2.7466 0.0 0.0 0.0
H 2.2071 0.4138 -1.0724 0.0 0.0 0.0
H 4.1063 -1.1259 -0.9183 0.0 0.0 0.0
H 4.4111 -2.8986 -2.6121 0.0 0.0 0.0
H 2.7344 -3.1765 -4.4158 0.0 0.0 0.0
H 0.7744 -1.7206 -4.5165 0.0 0.0 0.0
```
Positions in Å, forces in eV/Å.

Properties
- 2S+1: 1
- F_max: 1.06 eV Å⁻¹
- Energy above the lowest of the compared OMol25 structures with the same formula, charge and spin: 0.3816 eV
- Kohn-Sham gap: 7.85 eV
- Total charge: +1

Need the Mulliken charges? In units of e they are:
1 Ca 0.817
2 C -1.664
3 C 0.066
4 C -0.138
5 C -0.376
6 C -0.442
7 C -0.173
8 C -0.170
9 H 0.348
10 H 0.305
11 H 0.421
12 H 0.437
13 H 0.369
14 H 0.439
15 H 0.396
16 H 0.321
17 I 0.047
18 C 0.079
19 C -0.645
20 C -0.738
21 C -0.798
22 C 0.997
23 C -0.926
24 C -1.064
25 C 0.700
26 C -0.941
27 C 0.933
28 H 0.417
29 H 0.432
30 H 0.395
31 H 0.371
32 H 0.429
33 H -0.044
34 C -1.235
35 C -0.967
36 As 0.200
37 C -0.054
38 C -0.265
39 C -0.662
40 C -0.418
41 C -0.736
42 C 0.169
43 C -0.012
44 C 0.027
45 C -0.763
46 C -0.457
47 C -0.653
48 C -0.248
49 P 0.210
50 C 2.108
51 C -1.688
52 C -0.735
53 C -0.645
54 C -0.884
55 C -0.497
56 C 1.479
57 C -0.732
58 C -1.024
59 C -0.633
60 C -0.940
61 C -0.978
62 H 0.700
63 H 0.533
64 H 0.660
65 H 0.454
66 H 0.358
67 H 0.391
68 H 0.385
69 H 0.386
70 H 0.339
71 H 0.435
72 H 0.415
73 H 0.416
74 H 0.442
75 H 0.412
76 H 0.581
77 H 0.501
78 H 0.479
79 H 0.467
80 H 0.595
81 H 0.694
82 H 0.442
83 H 0.485
84 H 0.466
85 H 0.397